# 1
{
  "formula": "C7H9N",
  "method": "ωB97M-V/def2-TZVPD",
  "symbols": ["C", "C", "C", "C", "C", "C", "C", "H", "H", "H", "H", "H", "H", "H", "H", "H", "N"],
  "xyz": [[1.50280, 0.90730, -0.14984], [0.97779, -0.16719, 0.84035], [0.93121, -0.40894, -0.59089], [-0.51460, -0.43006, -1.06427], [-0.54311, -0.42059, 1.10724], [-1.38503, 0.95282, 0.65691], [-1.33219, 0.80919, -0.64023], [2.57723, 1.02502, 0.01829], [1.05716, 1.77683, -0.43004], [1.50721, -0.90535, 1.39010], [1.47768, -1.23098, -1.05087], [-0.70108, -0.83950, -2.07164], [-0.33065, -2.09823, -0.05935], [-0.63315, -0.91229, 2.13343], [-1.85899, 1.72516, 1.21398], [-1.66383, 1.47834, -1.28191], [-1.06847, -1.26150, -0.02126]],
  "total_charge": 0,
  "relative_energy_kj_mol": 420.7,
  "homo_lumo_gap_ev": 10.16,
  "e_homo_ev": -9.11,
  "smiles": "C1=C[C@H]2N[C@@H]1[C@H]1C[C@H]12",
  "e_tot_ev": -8890.7964,
  "spin_multiplicity": 1,
  "molar_mass_g_mol": 107.156,
  "lumo_ha": 0.039
}

# 2
{
  "formula": "C39H54IrN5OS2Si",
  "method": "ωB97M-V/def2-TZVPD",
  "symbols": ["Ir", "N", "C", "C", "C", "C", "N", "H", "H", "H", "H", "H", "H", "H", "H", "H", "H", "H", "H", "C", "C", "C", "C", "Si", "O", "C", "C", "C", "C", "C", "C", "C", "C", "C", "C", "C", "C", "H", "H", "H", "H", "H", "H", "H", "H", "H", "H", "H", "H", "H", "H", "H", "H", "H", "H", "H", "S", "C", "N", "C", "C", "S", "H", "H", "H", "H", "H", "N", "C", "C", "C", "C", "C", "C", "C", "H", "H", "H", "H", "H", "C", "N", "C", "C", "C", "C", "C", "C", "C", "C", "H", "H", "H", "H", "H", "H", "H", "H", "H", "H", "H", "H", "H"],
  "xyz": [[0.66024, -1.18691, 0.35551], [0.20815, -0.99408, 2.37761], [1.08815, -0.16685, 3.25774], [2.15612, -0.98578, 3.95900], [3.09745, -1.72657, 3.01138], [3.65999, -0.81514, 1.92356], [2.91176, -0.97638, 0.65082], [-0.73290, -0.62515, 2.41200], [0.14215, -1.93290, 2.76845], [0.46589, 0.32502, 4.00823], [1.51872, 0.60941, 2.62841], [1.69521, -1.68390, 4.66379], [2.73704, -0.28424, 4.56229], [2.57169, -2.55504, 2.52819], [3.90312, -2.17780, 3.58980], [4.71815, -1.01226, 1.74878], [3.58397, 0.23017, 2.22355], [3.26269, -1.81616, 0.19573], [3.15118, -0.21575, 0.01795], [2.21915, 4.43373, -1.30850], [2.24701, 2.97781, -0.83117], [3.22508, 2.86050, 0.34202], [2.71940, 2.09552, -1.99251], [0.53842, 2.37497, -0.27447], [0.60831, 0.84614, 0.26052], [-0.12865, 3.45965, 1.13708], [-0.54139, 2.87729, 2.33910], [-1.08677, 3.61747, 3.38162], [-1.23144, 4.99099, 3.24710], [-0.81782, 5.60299, 2.07317], [-0.27717, 4.84848, 1.03974], [-0.69249, 2.54860, -1.69878], [-0.90373, 1.45585, -2.54145], [-1.83147, 1.49789, -3.57399], [-2.56743, 2.65176, -3.80133], [-2.37866, 3.75249, -2.97757], [-1.46013, 3.69412, -1.93760], [3.19192, 4.70698, -1.72903], [2.02281, 5.12483, -0.48843], [1.46989, 4.59516, -2.08811], [4.23419, 3.15321, 0.03595], [3.27489, 1.83821, 0.72452], [2.93119, 3.50644, 1.17297], [3.74652, 2.35416, -2.27160], [2.08653, 2.24137, -2.87344], [2.69271, 1.03390, -1.72803], [-0.41097, 1.81153, 2.46478], [-1.37379, 3.13215, 4.30815], [-1.64612, 5.58053, 4.05391], [-0.91214, 6.67532, 1.96167], [0.04261, 5.36969, 0.14694], [-0.36872, 0.53592, -2.33867], [-2.00521, 0.62147, -4.18641], [-3.28896, 2.69098, -4.60712], [-2.95121, 4.65641, -3.14124], [-1.35753, 4.56169, -1.30056], [1.60043, -1.65126, -1.86970], [0.84911, -1.25629, -3.35227], [1.51361, -0.62527, -4.29163], [0.79003, -0.27801, -5.51542], [-0.38365, -1.25015, -5.58265], [-0.72568, -1.73897, -3.85454], [2.42880, -0.24874, -4.08300], [1.44518, -0.37468, -6.37822], [0.45282, 0.75754, -5.43616], [-0.13943, -2.14995, -6.14330], [-1.27027, -0.79004, -6.01062], [0.86136, -3.15676, 0.67048], [0.97778, -4.28311, 0.85820], [1.12194, -5.68710, 1.08459], [0.33255, -6.57946, 0.35736], [0.47867, -7.93667, 0.57840], [1.39932, -8.39342, 1.51328], [2.18228, -7.50015, 2.23434], [2.04975, -6.14006, 2.02442], [-0.38032, -6.20974, -0.36744], [-0.12454, -8.64021, 0.02185], [1.50863, -9.45634, 1.68122], [2.89699, -7.86584, 2.95826], [2.65634, -5.43412, 2.57616], [-4.65782, 1.34161, 1.03301], [-3.22143, 1.30184, 1.43186], [-3.05457, 0.51604, 2.67908], [-2.24702, 0.89980, 0.31405], [-2.37534, -0.49180, -0.24074], [-3.54567, -0.75908, -0.96474], [-3.81367, -2.00023, -1.50325], [-2.85870, -2.99245, -1.35448], [-1.64942, -2.70104, -0.74727], [-1.33521, -1.45209, -0.17720], [-5.21773, 1.83175, 1.82588], [-5.01332, 0.32548, 0.89262], [-4.75354, 1.90515, 0.10878], [-2.94572, 2.26556, 1.64046], [-3.07408, -0.54178, 2.41984], [-3.86947, 0.74113, 3.36235], [-2.11647, 0.80350, 3.15002], [-1.25231, 1.05644, 0.71854], [-2.42088, 1.65376, -0.45455], [-4.25293, 0.04379, -1.13316], [-4.73124, -2.18076, -2.04665], [-3.02943, -3.98129, -1.76223], [-0.90332, -3.48236, -0.74788]],
  "total_charge": 2,
  "relative_energy_kj_mol": 77.6,
  "homo_lumo_gap_ev": 8.35,
  "e_homo_ev": -13.10,
  "e_tot_ev": -83195.4280,
  "spin_multiplicity": 1,
  "molar_mass_g_mol": 893.332,
  "lumo_ha": -0.174
}

# 3
{
  "formula": "N2O6Tl2",
  "method": "ωB97M-V/def2-TZVPD",
  "symbols": ["Tl", "Tl", "N", "O", "O", "O", "N", "O", "O", "O"],
  "xyz": [[16.87140, 22.58246, -23.08030], [17.99417, 14.97114, -22.38257], [22.06160, 14.88452, -23.50344], [20.97651, 15.15582, -23.05011], [22.69006, 15.65694, -24.20299], [22.69316, 13.88133, -23.26045], [18.40947, 18.81774, -21.87766], [17.91951, 18.32403, -20.88287], [18.11836, 19.93455, -22.19652], [18.97401, 17.96587, -22.59423]],
  "total_charge": 4,
  "relative_energy_kj_mol": 0.0,
  "homo_lumo_gap_ev": 2.48,
  "e_homo_ev": -25.81,
  "e_tot_ev": -24582.3938,
  "spin_multiplicity": 1,
  "molar_mass_g_mol": 532.774,
  "lumo_ha": -0.857
}

# 4
{
  "formula": "C10H14BBrN6Ti",
  "method": "ωB97M-V/def2-TZVPD",
  "symbols": ["H", "N", "B", "N", "C", "Ti", "H", "C", "H", "C", "H", "C", "H", "H", "H", "N", "N", "N", "N", "C", "C", "H", "H", "C", "C", "C", "C", "H", "H", "H", "H", "H", "Br"],
  "xyz": [[-1.85639, 1.54072, 3.47913], [-1.50516, 0.46315, 1.62700], [-0.63803, -1.57775, 0.21470], [-1.19629, -0.86706, 1.44639], [-1.50709, -1.56205, 2.54483], [-2.59619, 1.71124, 0.48508], [-1.57256, -2.63785, 2.55018], [-1.90508, -0.67577, 3.52087], [-2.26227, -0.96458, 4.49391], [-1.80411, 0.59329, 2.97298], [-0.91489, -2.76409, 0.21951], [3.34607, 3.64068, -1.30309], [2.71681, 4.31535, -1.92082], [2.77524, 3.32267, -0.41960], [3.59486, 2.73724, -1.88960], [0.98554, -1.52281, 0.06160], [-1.42938, -0.82282, -0.84864], [1.59304, -0.31231, -0.01310], [-1.75464, 0.51454, -0.91056], [1.96042, -2.49498, -0.07232], [-1.92694, -1.46892, -1.90879], [1.74418, -3.57027, -0.05848], [-2.00093, -2.53970, -1.96067], [3.19204, -1.82331, -0.16977], [-2.52359, -0.54255, -2.74483], [2.88897, -0.43505, -0.11782], [-2.33874, 0.69790, -2.14902], [4.20235, -2.20196, -0.27097], [-3.07575, -0.78202, -3.63472], [3.43502, 0.50622, -0.16571], [-2.48363, 1.66741, -2.58112], [4.22183, 4.11078, -0.94613], [-1.36473, 3.74468, 0.46954]],
  "total_charge": 0,
  "relative_energy_kj_mol": 0.0,
  "homo_lumo_gap_ev": [7.05, 7.74],
  "e_homo_ev": [-7.50, -8.44],
  "e_tot_ev": -113372.1972,
  "spin_multiplicity": 3,
  "molar_mass_g_mol": 356.847,
  "lumo_ha": [-0.016, -0.026]
}